One molecule with the formula C6H4, computed with wB97M-V/def2-TZVPD.

CARTESIAN COORDINATES (ANGSTROEM)
C1 -1.847950 0.520654 0.021678
C2 -0.725790 1.169788 0.073100
C3 -0.260286 -1.666669 0.376131
C4 -1.100566 -0.658745 -0.225129
C5 0.537690 1.378242 0.065679
C6 0.341243 -0.826638 -0.569677
H1 -0.227418 -2.391771 1.161413
H2 0.768536 2.040004 -0.710191
H3 1.229574 1.235995 0.847250
H4 1.284966 -0.800856 -1.040251

Cartesian forces (eV/Å) of the 6 atoms listed first:
-0.30 -0.49 -0.38
-3.14 0.24 0.84
-1.14 2.07 -2.88
3.78 -1.01 1.01
1.30 1.92 0.04
-3.14 -3.77 2.05

The net charge is 0. For the HOMO-LUMO gap, the calculation gives 0.3025 hartree. The energy above the lowest of the compared OMol25 structures with the same formula, charge and spin is 456.65 kJ/mol.

A 7-piece molecular cluster, C31H60BN3O12 overall, computed with wB97M-V/def2-TZVPD.

CARTESIAN COORDINATES (ANGSTROEM)
N1 4.306341 -3.727749 -1.207039
B1 3.511111 -4.076133 -2.437965
O1 2.974802 -5.374571 -2.532811
C1 3.309957 -2.898187 -3.515239
C2 4.254388 -2.530537 -4.435070
C3 3.933580 -1.328568 -5.388798
O2 4.365764 -1.249442 -6.511968
C4 3.037698 -0.212375 -4.739681
C5 3.236776 1.202260 -5.068199
C6 2.367415 2.167647 -4.367354
O3 2.534141 3.560478 -4.608794
N2 3.078321 4.183875 -3.465615
O4 4.214904 3.938234 -3.337421
C7 1.330084 1.755370 -3.406417
C8 1.125107 0.327916 -3.070264
C9 0.037426 -0.032157 -2.018453
C10 -1.226014 -0.769823 -2.598689
C11 -2.580236 -0.296909 -1.955275
N3 -3.699204 -1.176654 -2.156382
O5 -2.730421 0.708308 -1.292547
C12 1.999925 -0.618820 -3.755829
C13 1.926349 -2.145776 -3.464890
O6 0.912580 -2.767115 -3.241207
H1 5.108419 -3.150075 -1.488859
H2 3.673208 -3.079920 -0.705277
H3 2.255814 -5.397041 -1.866536
H4 5.232084 -3.077543 -4.500299
H5 4.017937 1.560878 -5.772520
H6 0.750669 2.582148 -2.932977
H7 -0.306423 0.946937 -1.569588
H8 0.472096 -0.609579 -1.155901
H9 -1.123325 -1.859516 -2.324395
H10 -1.337136 -0.643503 -3.714650
H11 -4.520016 -0.659790 -2.472806
H12 -3.465261 -1.933679 -2.798907
C14 -6.729552 0.519302 -6.722546
C15 -6.239757 -0.185806 -5.467840
C16 -7.237077 -0.044189 -4.328233
O7 -4.981494 0.366424 -5.071509
H13 -6.857606 1.591402 -6.542320
H14 -5.999203 0.418664 -7.528484
H15 -7.682371 0.106658 -7.060874
H16 -6.075597 -1.243806 -5.681918
H17 -7.382511 1.008611 -4.066302
H18 -6.868111 -0.546003 -3.430225
H19 -8.204860 -0.473732 -4.594920
H20 -5.114521 1.303086 -4.879419
C17 3.540560 -2.114852 3.069852
C18 2.313158 -1.730794 2.258269
C19 1.628239 -0.502799 2.836482
O8 1.395063 -2.823906 2.240262
H21 3.267440 -2.359754 4.100570
H22 4.015462 -3.004175 2.649008
H23 4.271222 -1.303323 3.087365
H24 2.604342 -1.534940 1.222533
H25 1.286978 -0.691602 3.858845
H26 0.742868 -0.245699 2.250262
H27 2.301850 0.356836 2.847396
H28 1.131968 -3.004947 3.150585
C20 -2.177197 -0.040740 6.120796
C21 -0.730444 -0.212415 6.555901
C22 -0.631324 -0.516634 8.042826
O9 -0.002597 0.981277 6.265744
H29 -2.645882 0.794818 6.649564
H30 -2.232143 0.188336 5.054383
H31 -2.757981 -0.945155 6.314171
H32 -0.268489 -1.020702 5.984034
H33 -1.048102 0.303033 8.636045
H34 0.413403 -0.626109 8.343067
H35 -1.165168 -1.435505 8.294656
H36 -0.403163 1.702654 6.766218
C23 3.188966 2.429750 8.633336
C24 4.127019 1.955700 7.534462
C25 4.102771 2.897237 6.340143
O10 3.744277 0.648899 7.114592
H37 2.155300 2.463289 8.275313
H38 3.207921 1.738724 9.479172
H39 3.467205 3.424619 8.989051
H40 5.144507 1.885321 7.926151
H41 3.100829 2.947070 5.903336
H42 4.771933 2.538616 5.555421
H43 4.408978 3.906601 6.626243
H44 2.843651 0.700886 6.765534
C26 1.534928 6.361351 2.864200
C27 2.607831 5.745506 3.748950
C28 3.833345 6.641962 3.837396
O11 2.985289 4.474042 3.224563
H45 1.904178 6.498786 1.843280
H46 0.665918 5.702915 2.801034
H47 1.211707 7.330390 3.250996
H48 2.204907 5.574770 4.749966
H49 4.279975 6.788810 2.849284
H50 4.599131 6.182987 4.466645
H51 3.578944 7.619395 4.253363
H52 3.343298 4.611575 2.339125
C29 -4.437937 -4.283236 -5.233278
C30 -5.886783 -4.554109 -5.608818
C31 -6.025752 -5.866059 -6.364905
O12 -6.376626 -3.484029 -6.416639
H53 -3.812197 -4.203861 -6.127282
H54 -4.351585 -3.332934 -4.700614
H55 -4.038938 -5.077367 -4.598497
H56 -6.500907 -4.583902 -4.706021
H57 -5.453473 -5.840227 -7.297202
H58 -7.068400 -6.042511 -6.637487
H59 -5.674526 -6.707546 -5.763889
H60 -5.841079 -3.447276 -7.218947

Cartesian forces (eV/Å) of the 6 atoms listed first:
-0.81 0.36 -0.92
0.43 -0.70 0.55
-0.59 2.02 0.17
0.21 0.29 -1.04
-1.20 0.55 0.50
0.01 -0.17 1.21

The net charge is 0. For the HOMO-LUMO gap, the calculation gives 0.3145 hartree. As for the structure (SMILES): NB(O)C1=CC(=O)c2cc(ON=O)cc(CCC(N)=O)c2C1=O.CC(C)O.CC(C)O.CC(C)O.CC(C)O.CC(C)O.CC(C)O.

A 13-piece molecular cluster, C50H88N8O24 overall, computed with wB97M-V/def2-TZVPD.

CARTESIAN COORDINATES (ANGSTROEM)
C1 4.378829 5.944132 -0.432720
O1 3.494855 4.890920 -0.076993
C2 3.759542 3.775754 -0.851265
C3 2.888144 2.436351 -0.727436
O2 3.104011 1.758502 0.565709
C4 2.820517 2.378330 1.813720
H1 5.416626 5.678043 -0.232026
H2 4.148330 6.755536 0.257648
H3 4.231081 6.409168 -1.407400
H4 4.788925 3.463887 -0.674566
H5 3.765949 4.069982 -1.900776
H6 3.295370 1.774341 -1.491641
H7 1.818524 2.606764 -0.849825
H8 3.556170 1.936277 2.485652
H9 1.839031 2.038676 2.144489
H10 2.565481 3.428846 1.953284
C5 1.481984 -0.623585 2.816447
O3 0.716457 0.026048 1.856237
C6 0.851762 -0.644521 0.575673
C7 0.140008 -0.008098 -0.655282
O4 -1.260832 -0.040738 -0.565571
C8 -1.934121 -1.074323 0.177305
H11 2.551906 -0.737170 2.641867
H12 0.937836 -1.558441 2.950785
H13 1.371642 -0.260055 3.838100
H14 0.556247 -1.682435 0.728914
H15 1.933786 -0.727994 0.473918
H16 0.467114 -0.456308 -1.593480
H17 0.546645 0.999332 -0.743751
H18 -1.815817 -2.011741 -0.366166
H19 -2.984040 -0.781729 0.189949
H20 -1.731363 -1.242345 1.235022
C9 -0.564473 -5.156312 1.267484
O5 -1.027700 -4.131666 1.770121
N1 -1.297731 -5.946938 0.391549
C10 -0.707953 -7.191271 -0.093474
C11 -2.516229 -5.562290 -0.321050
H21 0.434638 -5.567411 1.479562
H22 -0.589054 -7.083117 -1.171559
H23 -1.541592 -7.890618 -0.029818
H24 0.193766 -7.718955 0.217248
H25 -2.522283 -6.004050 -1.317499
H26 -3.268321 -5.832736 0.420110
H27 -2.660811 -4.486014 -0.415022
C12 -3.211727 4.450994 -0.185303
O6 -4.222082 5.047976 -0.509152
N2 -2.088600 4.267025 -0.862419
C13 -1.844860 4.774113 -2.144327
C14 -1.144306 3.344423 -0.214084
H28 -3.069298 4.208983 0.879290
H29 -2.556607 4.310388 -2.827317
H30 -0.874724 4.592593 -2.606903
H31 -2.099661 5.833703 -2.165302
H32 -1.315887 3.123782 0.839464
H33 -1.169375 2.413731 -0.780912
H34 -0.162887 3.818626 -0.207159
C15 2.194519 1.541715 -3.984857
O7 1.766300 0.548814 -3.325143
N3 3.487815 1.770480 -4.274888
C16 3.753548 2.938999 -5.133411
C17 4.607431 0.983275 -3.879933
H35 1.485208 2.180893 -4.533057
H36 3.803947 2.823024 -6.216043
H37 4.701706 3.383785 -4.831315
H38 3.041402 3.726522 -4.886907
H39 5.358644 1.553753 -3.333742
H40 4.435645 0.067929 -3.313602
H41 4.959992 0.495740 -4.788846
C18 -1.923225 1.565125 -3.588990
O8 -1.208584 1.856400 -4.512396
N4 -3.282904 1.553742 -3.423846
C19 -3.986464 1.226176 -2.198395
C20 -4.122725 1.846788 -4.579943
H42 -1.476641 1.268676 -2.627288
H43 -3.601548 1.331421 -1.184061
H44 -4.245020 0.167769 -2.166495
H45 -4.929552 1.756653 -2.329836
H46 -4.509183 2.862775 -4.660784
H47 -3.610578 1.568851 -5.501112
H48 -4.912873 1.163453 -4.268766
C21 -1.388577 -2.086676 -4.130278
O9 -2.427813 -2.499677 -3.764438
N5 -0.772634 -2.231151 -5.366230
C22 -1.405659 -3.018147 -6.373313
C23 0.305670 -1.307462 -5.863467
H49 -0.753072 -1.503652 -3.445863
H50 -0.663425 -3.501802 -7.008345
H51 -1.926737 -2.421071 -7.121688
H52 -2.114143 -3.736345 -5.960574
H53 -0.101223 -0.504704 -6.478384
H54 0.862797 -0.775261 -5.092449
H55 1.028673 -1.706220 -6.575058
C24 -2.328542 1.117016 2.913322
O10 -3.138457 1.913495 2.445131
N6 -2.569950 0.485062 4.092926
C25 -1.784860 -0.737928 4.277600
C26 -3.808421 0.632862 4.822021
H56 -1.421657 0.774280 2.391499
H57 -2.331463 -1.659683 4.078414
H58 -0.926746 -0.796299 3.608024
H59 -1.415204 -0.892092 5.291354
H60 -4.058479 1.656890 5.099366
H61 -4.578190 0.187113 4.192048
H62 -3.801915 0.014331 5.719501
C27 2.493839 0.923258 7.119035
O11 2.850835 -0.008968 6.410883
N7 1.233435 1.333969 7.355982
C28 1.019231 2.537397 8.194843
C29 0.072722 0.669479 6.890379
H63 3.278395 1.545040 7.577342
H64 1.810432 3.274729 8.330572
H65 0.610454 2.259909 9.166435
H66 0.319925 3.245601 7.750422
H67 -0.410584 1.427907 6.274501
H68 0.199234 -0.103206 6.132063
H69 -0.611182 0.241724 7.623447
C30 -7.250358 3.288946 0.542116
O12 -8.225353 3.784943 -0.127132
N8 -7.141743 1.963335 0.766002
C31 -7.895938 0.837288 0.137374
C32 -6.001583 1.408084 1.485748
H70 -6.554605 3.946806 1.085572
H71 -8.505807 0.270655 0.840993
H72 -7.288642 0.033588 -0.279009
H73 -8.672028 1.215267 -0.528149
H74 -6.246576 0.686325 2.264945
H75 -5.331022 0.822839 0.856515
H76 -5.417844 2.243871 1.871499
C33 -6.107508 -2.795531 -0.674955
C34 -5.444628 -2.967215 -1.842233
C35 -5.889451 -3.898064 -2.943159
O13 -5.272321 -4.211437 -3.919210
C36 -7.164224 -4.542071 -2.514669
C37 -7.922304 -4.183928 -1.416228
C38 -7.408337 -3.201680 -0.388381
O14 -8.078203 -2.784678 0.563765
O15 -9.213275 -4.600302 -1.247528
O16 -4.194688 -2.430984 -1.996943
H77 -5.640034 -2.188805 0.086470
H78 -7.571053 -5.302634 -3.164615
H79 -9.550986 -4.253908 -0.418336
H80 -3.687648 -2.819858 -2.713378
C39 5.426315 -3.378013 -0.615832
C40 6.379365 -3.462362 -1.592975
C41 7.059988 -2.308397 -2.344687
O17 8.042444 -2.417956 -3.084433
C42 6.401793 -1.053040 -1.911811
C43 5.496321 -0.975678 -0.869408
C44 4.927057 -2.108802 -0.144396
O18 4.039777 -2.096113 0.725986
O19 5.058053 0.277580 -0.692189
O20 6.900013 -4.697497 -1.887701
H81 5.035495 -4.321249 -0.263757
H82 6.716808 -0.085154 -2.272856
H83 4.162735 0.231373 -0.348880
H84 7.567310 -4.569898 -2.565960
C45 6.352670 -0.421133 2.651291
C46 6.087670 -0.047747 3.951984
C47 7.109767 0.299776 4.986400
O21 6.833269 0.610326 6.139415
C48 8.469677 0.258059 4.345317
C49 8.721013 -0.039735 3.051675
C50 7.669240 -0.420450 2.041427
O22 7.887834 -0.772781 0.883854
O23 10.012565 -0.041532 2.597499
O24 4.781496 0.263019 4.330831
H85 5.530246 -0.701216 2.009754
H86 9.247140 0.590129 5.017390
H87 9.983912 -0.253267 1.661578
H88 4.769781 0.252064 5.290697

Cartesian forces (eV/Å) of the 6 atoms listed first:
-0.38 0.86 1.37
-0.54 0.23 0.00
0.01 -1.88 -0.76
0.85 2.06 2.33
0.45 0.49 -2.21
-1.52 -0.87 0.90

The net charge is +1. For the HOMO-LUMO gap (alpha / beta), the calculation gives 0.1138 / 0.0452 hartree. The expectation value of S² is 0.7704. The spin multiplicity is 2.

One molecule with the formula C2H2Cl3NS, computed with wB97M-V/def2-TZVPD.

CARTESIAN COORDINATES (ANGSTROEM)
C1 -0.524772 0.442126 0.254926
C2 0.010277 -0.682993 -0.756032
N1 0.394576 0.918216 0.960386
S1 -2.115702 0.763679 0.317255
Cl1 -1.265275 -1.056900 -1.954592
Cl2 1.588490 -0.146884 -1.586476
Cl3 0.376746 -2.170541 0.045071
H1 1.397110 0.626248 0.785715
H2 0.138550 1.307048 1.933746

Cartesian forces (eV/Å) of the 6 atoms listed first:
-2.97 -2.77 -3.43
-0.49 0.84 -1.20
4.79 1.91 5.04
-0.29 0.23 0.43
0.92 0.27 -0.07
-1.16 -0.06 0.38

The net charge is 0. For the HOMO-LUMO gap, the calculation gives 0.3211 hartree. As for the structure (SMILES): NC(=S)C(Cl)(Cl)Cl. The energy above the lowest of the compared OMol25 structures with the same formula, charge and spin is 18.51 kJ/mol.